Below is C10H18N2 as an isolated structure in a non-equilibrium geometry, with properties calculated with ωB97M-V with the def2-TZVPD basis set.

The value obtained for the electronic energy is -13619.4677 eV. For the energy relative to the best compared isomer or geometry (same formula, charge and spin), the calculation gives 4.4044 eV. For the frontier orbital gap, the calculation gives 9.2 eV. Its total charge is +2.

Last column: Mulliken charge in e.
Atoms and positions in Å:
C -0.2923 0.5271 0.5205  -0.7073
C 0.3458 -0.7522 0.9432  0.0719
C -1.4296 -0.4491 -0.0495  0.9358
C 1.7888 -0.3078 0.5223  0.1240
C -2.5535 -0.4882 1.0421  -0.6302
C -1.7692 -0.3266 -1.4736  -1.3082
C 4.1368 0.3967 0.8866  -1.0007
C 1.3651 1.3932 -1.2853  -0.6334
C -2.9183 0.9523 1.4284  -1.2580
C 3.0935 -0.7577 0.4530  -0.5036
N 1.0618 0.6150 -0.1446  0.2002
N -0.5683 -1.5801 0.3958  -0.2750
H -0.4251 1.3933 1.1809  0.5937
H -3.4294 -0.9773 0.5962  0.4167
H -0.3818 -2.5071 0.0787  0.2678
H -2.1638 -1.0869 1.7951  0.4215
H -2.5579 -1.1367 -1.7670  0.3781
H -0.9753 -0.3449 -2.1838  0.4960
H -2.3892 0.6015 -1.4883  0.3425
H 3.5980 1.2161 1.2894  0.4030
H 4.7469 0.6497 -0.0080  0.3300
H 4.8068 -0.1751 1.4428  0.3658
H 0.4794 1.1199 -2.0386  0.2357
H 1.2642 2.5093 -1.1383  0.3247
H 2.3515 1.1542 -1.7521  0.3637
H -2.4220 1.6201 0.7696  0.4248
H -3.9667 1.0184 1.4611  0.3524
H -2.4942 1.1158 2.4050  0.3663
H 3.1146 -1.6303 1.0378  0.4514
H 3.4185 -1.1287 -0.4932  0.4504

Below is a 3-piece molecular cluster, C8H22ClN2O6 overall in a non-equilibrium geometry, with properties calculated with ωB97M-V with the def2-TZVPD basis set.

The value obtained for the electronic energy is -36431.4767 eV. For the energy relative to the best compared isomer or geometry (same formula, charge and spin), the calculation gives 1.7979 eV. For the frontier orbital gap, the calculation gives 7.7 eV. Its total charge is -1.

Last column: Mulliken charge in e.
Atoms and positions in Å:
Cl -2.7215 4.9347 2.0182  1.5238
O -1.4015 4.3816 1.5542  -0.6223
O -3.8857 4.1247 1.8881  -0.5991
O -2.6705 5.3511 3.4379  -0.6532
O -2.9811 6.1763 1.2978  -0.6495
C 1.0721 -2.2299 3.2155  -1.4184
C 0.1217 -2.1598 4.3595  0.4441
C 0.6710 -1.2498 5.5452  -0.7737
O 1.6529 -1.9570 6.2742  -0.3451
C 2.2265 -1.0435 7.3588  -0.8023
N -1.1393 -1.6565 4.0016  -0.7199
H 1.7259 -1.3680 3.0818  0.2762
H 0.7243 -2.5281 2.2265  0.3902
H 1.7761 -3.0449 3.3839  0.3364
H 0.0327 -3.1795 4.7343  0.3321
H -0.1123 -0.8901 6.2123  0.3696
H 1.0948 -0.3490 5.1012  0.3824
H 3.0083 -1.5483 7.9263  0.2935
H 1.5386 -0.8399 8.1795  0.3230
H 2.5049 -0.0327 7.0608  0.3228
H -1.8168 -1.8303 4.7302  0.2714
H -0.8309 -0.6985 4.0862  0.3181
C 1.3534 1.1750 -4.9706  -1.2219
C -0.0121 1.2511 -5.7151  0.5126
C -0.3202 -0.0196 -6.6031  -0.7759
O -0.8248 -1.1050 -5.7304  -0.3378
C -0.4549 -2.4511 -6.0707  -0.7606
N -1.1374 1.7120 -4.9563  -0.5938
H 1.3661 1.8881 -4.1463  0.3820
H 2.1853 1.4780 -5.6064  0.3102
H 1.4855 0.2142 -4.4731  0.2893
H 0.2700 1.9616 -6.4922  0.1440
H 0.5855 -0.4725 -7.0063  0.3656
H -0.9918 0.1128 -7.4514  0.3823
H 0.6205 -2.6171 -6.1353  0.3000
H -0.9742 -2.6548 -7.0070  0.3059
H -0.8762 -3.2638 -5.4790  0.2692
H -0.9562 2.4424 -4.2826  0.2304
H -1.9085 1.9861 -5.5482  0.1986

Below is C6H6N3OP in the gas phase in a non-equilibrium geometry, with properties calculated with ωB97M-V with the def2-TZVPD basis set.

The value obtained for the electronic energy is -22124.5524 eV. For the energy relative to the best compared isomer or geometry (same formula, charge and spin), the calculation gives 0.0000 eV. For the frontier orbital gap, the calculation gives 9.2 eV. As for the SMILES: OPn1nnc2ccccc21. Its total charge is 0.

Last column: Mulliken charge in e.
Atoms and positions in Å:
O 1.5949 2.7124 -0.2775  -0.4901
P 0.6960 3.0182 1.0249  0.0486
N -0.5595 1.9483 0.4125  0.4874
N -1.8680 2.1435 0.7820  -0.5490
N -2.5464 1.0999 0.5927  -0.4043
C -1.6726 0.0574 0.1859  0.5443
C -1.8962 -1.2942 0.0490  -0.6196
C -0.7821 -2.0472 -0.2093  -0.2342
C 0.5007 -1.5239 -0.2174  -0.4902
C 0.7575 -0.2184 -0.1718  -0.5008
C -0.3807 0.5930 0.1130  0.7139
H 2.4678 2.4352 -0.0290  0.3445
H 0.1318 4.2111 0.4044  0.0784
H -2.9205 -1.6673 -0.0346  0.3692
H -0.8476 -3.1936 -0.3266  0.2508
H 1.3057 -2.1877 -0.5335  0.3283
H 1.7627 0.2903 0.0040  0.1227

What HOMO energy values result from the calculations? In sequence: -18.972; -5.276; -8.908 eV.